A cluster of 3 separate species, C12H18Br2F9NO7P in total, computed with wB97M-V/def2-TZVPD.

```
! RIJCOSX wB97M-V def2-TZVPD def2/J DEFGRID3
* xyz 1 1
O -0.410 -6.614 -0.133
P 0.908 -6.229 -0.796
O 1.777 -7.672 -1.035
O 0.655 -5.570 -2.309
N 1.958 -5.244 0.254
C 1.268 -4.062 0.906
C 1.851 -2.647 0.456
C 1.329 -2.169 -0.969
F 0.145 -2.878 -1.291
Br 0.778 -0.243 -0.906
C 2.451 -2.274 -2.110
F 1.893 -1.920 -3.353
F 2.930 -3.591 -2.268
Br 3.932 -1.002 -1.752
H 1.726 -7.877 -1.996
H -0.263 -5.765 -2.612
H 2.810 -4.920 -0.244
H 2.286 -5.886 1.007
H 0.130 -4.115 0.843
H 1.493 -4.140 2.024
H 1.450 -1.888 1.209
H 2.991 -2.618 0.502
C -4.027 1.669 -4.533
C -4.691 1.838 -3.181
O -3.710 1.855 -2.129
C -3.077 3.023 -1.936
O -3.277 4.017 -2.575
C -2.105 2.914 -0.766
F -1.360 1.789 -0.811
F -2.746 2.895 0.416
F -1.239 3.936 -0.713
H -3.395 0.778 -4.541
H -4.776 1.578 -5.321
H -3.383 2.519 -4.766
H -5.345 0.988 -2.983
H -5.311 2.737 -3.145
C 0.295 3.771 1.759
C 0.938 4.903 2.534
O 0.782 4.704 3.948
C 1.648 3.853 4.519
O 2.513 3.266 3.928
C 1.402 3.772 6.023
F 0.097 3.647 6.322
F 1.838 4.875 6.655
F 2.027 2.730 6.590
H -0.752 3.653 2.048
H 0.346 3.960 0.689
H 0.792 2.820 1.965
H 0.439 5.843 2.294
H 1.992 5.022 2.274
*
```

Here are the natural (NBO) charges for atoms 1 to 5, given in e: atom 1 (O): -1.00, atom 2 (P): 2.34, atom 3 (O): -0.94, atom 4 (O): -0.96, atom 5 (N): -0.84

***

The molecule C3H6FNO4, computed with wB97M-V/def2-TZVPD.

Computed properties:
- Relative energy (zero: lowest compared OMol25 entry of this formula, charge and spin): 35.6 kcal/mol

```
! RIJCOSX wB97M-V def2-TZVPD def2/J DEFGRID3
* xyz 0 1
C 1.081 1.146 1.975
O -0.193 1.200 1.209
N -0.238 0.321 0.159
O 0.788 -0.316 -0.144
C -1.380 0.181 -0.474
F -2.336 0.999 -0.103
C -1.548 -0.809 -1.620
O -1.950 -1.966 -0.885
O -0.472 -0.966 -2.452
H 1.747 0.725 1.178
H 1.018 0.434 2.867
H 1.178 2.244 2.318
H -2.408 -0.701 -2.397
H -1.805 -2.677 -1.508
H 0.305 -1.011 -1.758
*
```

Here are the natural (NBO) charges for atoms 1 to 5, given in e: atom 1 (C): -0.30, atom 2 (O): -0.36, atom 3 (N): 0.32, atom 4 (O): -0.55, atom 5 (C): 0.49

***

A structure of composition C45H52BrCl7CsN7O3S2Si, computed with wB97M-V/def2-TZVPD.

Computed properties:
- Relative energy (zero: lowest compared OMol25 entry of this formula, charge and spin): 1.9 kcal/mol

```
! RIJCOSX wB97M-V def2-TZVPD def2/J DEFGRID3
* xyz -2 1
Cs -1.199 -0.805 0.137
C -0.340 4.735 5.332
N -0.671 3.391 5.760
C -1.845 3.051 6.417
C -1.848 1.723 6.558
N -0.668 1.246 5.990
C 0.084 2.285 5.496
S 1.641 2.266 4.872
C -0.486 -0.155 5.757
C -0.758 -1.035 6.798
C -0.639 -2.392 6.544
C -0.235 -2.812 5.286
C 0.026 -1.837 4.337
N -0.115 -0.533 4.565
H -0.292 5.406 6.191
H -1.090 5.092 4.627
H 0.632 4.697 4.849
H -2.592 3.781 6.674
H -2.604 1.062 6.941
H -1.040 -0.668 7.776
H -0.854 -3.110 7.327
H -0.142 -3.854 5.010
H 0.334 -2.121 3.339
C -0.100 1.885 -4.204
C 1.358 2.369 -4.111
C 1.604 3.416 -5.213
C 2.238 1.151 -4.428
Si 1.756 3.081 -2.382
Br 0.759 1.748 -0.875
C 0.941 4.794 -2.070
C 1.748 5.934 -2.715
C -0.489 4.826 -2.633
C 0.791 5.105 -0.569
C 3.621 3.048 -1.953
C 4.129 1.611 -1.739
C 4.466 3.704 -3.059
C 3.893 3.793 -0.637
H -0.245 1.410 -5.182
H -0.825 2.692 -4.125
H -0.354 1.147 -3.444
H 1.424 2.942 -6.187
H 2.628 3.798 -5.219
H 0.929 4.268 -5.143
H 1.892 0.720 -5.376
H 2.158 0.373 -3.670
H 3.290 1.411 -4.550
H 1.923 5.785 -3.781
H 2.716 6.075 -2.233
H 1.190 6.873 -2.601
H -0.520 4.807 -3.721
H -0.968 5.759 -2.308
H -1.095 3.998 -2.262
H 1.725 5.076 -0.015
H 0.101 4.415 -0.084
H 0.377 6.118 -0.472
H 4.110 1.014 -2.647
H 3.572 1.069 -0.974
H 5.175 1.668 -1.408
H 4.412 3.152 -3.998
H 5.518 3.706 -2.744
H 4.183 4.737 -3.262
H 3.307 3.388 0.191
H 3.701 4.863 -0.709
H 4.953 3.666 -0.383
N -2.087 -0.201 -2.286
C -2.420 -0.872 -3.186
N -2.651 -1.696 -4.162
C -3.593 -1.522 -5.063
N -4.373 -1.463 -5.925
C 3.160 -0.422 2.970
S 2.263 -1.114 1.589
C 2.860 -2.781 1.755
O 2.965 -0.562 0.372
H 2.902 -0.945 3.892
H 2.859 0.620 3.065
H 4.225 -0.509 2.740
H 2.610 -3.176 2.741
H 3.938 -2.735 1.585
H 2.350 -3.382 1.007
Cl 1.206 -1.746 -2.174
C 1.597 -3.397 -2.546
C 2.736 -3.655 -3.282
C 3.064 -4.964 -3.606
C 2.264 -5.992 -3.137
C 1.144 -5.718 -2.364
Cl 0.312 -7.067 -1.648
C 0.739 -4.412 -2.084
N -0.365 -4.064 -1.346
C -1.623 -4.688 -1.341
C -2.086 -5.300 -2.503
C -3.316 -5.929 -2.537
C -4.116 -5.935 -1.402
C -3.672 -5.279 -0.265
C -2.440 -4.633 -0.201
C -2.148 -3.829 1.062
C -0.699 -3.725 1.555
O -0.298 -4.479 2.448
O -0.032 -2.770 1.022
H 3.346 -2.822 -3.605
H 3.946 -5.179 -4.196
H 2.513 -7.027 -3.332
H -0.222 -3.300 -0.691
H -1.470 -5.255 -3.394
H -3.657 -6.391 -3.455
H -5.089 -6.411 -1.409
H -4.311 -5.232 0.609
H -2.738 -4.237 1.880
H -2.500 -2.801 0.893
Cl -5.053 -2.011 -0.324
C -5.337 -1.094 1.170
C -4.250 -0.526 1.797
C -4.548 0.204 2.919
Cl -3.199 1.009 3.798
C -5.831 0.372 3.435
Cl -6.136 1.322 4.864
C -6.896 -0.245 2.781
Cl -8.514 -0.082 3.391
C -6.648 -0.992 1.628
Cl -7.976 -1.768 0.810
*
```

Here are the Löwdin charges for atoms 1 to 5, given in e: atom 1 (Cs): 1.09, atom 2 (C): -0.05, atom 3 (N): -0.13, atom 4 (C): -0.07, atom 5 (C): -0.11

***

Number 1: F_max 0.148 Eh/bohr, LUMO energy -0.14366 Ha, orbital gap 9.1 eV. Number 2: F_max 0.068 Eh/bohr, LUMO energy 0.03033 Ha, orbital gap 10.0 eV. Number 3: F_max 0.051 Eh/bohr, LUMO energy 0.12487 Ha, orbital gap 6.6 eV.